32
Properties=species:S:1:pos:R:3:forces:R:3 method="wB97M-V/def2-TZVPD" de_lowest_kcal_mol=55.5 homo_energy_ev=-12.302 homo_lumo_gap_ev=6.65 max_force_ev_per_a=3.34 mol_weight_g_mol=213.237 lumo_energy_ev=-5.65 charge=+1
P -1.744 1.055 1.146 -0.40 -0.26 -1.75
O -2.035 -0.493 0.811 0.56 0.54 0.21
O -1.375 0.996 2.689 0.64 -0.44 0.79
C 2.740 1.509 0.761 2.36 -0.27 -0.34
C 0.510 2.200 0.172 0.75 0.96 0.38
C 0.488 -1.841 -3.369 1.79 -2.23 -0.63
C -3.151 -1.353 0.948 0.19 -0.79 1.38
C 1.444 -0.704 -1.354 0.19 0.96 0.03
C 1.843 2.526 0.486 -1.01 0.39 -0.20
C 0.008 0.935 0.270 0.37 1.03 -0.12
C 1.010 -0.139 0.096 -2.02 -1.25 1.58
C 2.334 0.231 0.567 2.06 -1.91 -0.33
C -0.886 2.027 3.591 -0.64 -0.07 0.25
C 0.210 -0.989 -2.147 -0.07 -3.20 0.97
H 2.084 0.041 -1.903 -0.25 -0.87 0.73
H 1.321 -1.420 -4.096 -1.61 -0.89 1.61
H 1.965 -1.650 -1.069 -0.13 0.82 -0.68
H 3.855 1.616 0.840 -1.38 0.51 0.46
H -0.093 3.075 0.084 -0.97 0.29 0.10
H -0.302 -0.192 -2.597 -0.80 1.75 0.55
H -2.864 -2.146 0.295 -0.46 -0.71 -0.58
H 2.005 3.606 0.599 0.64 -0.57 -0.16
H -0.453 -1.852 -3.902 -0.02 -0.26 -0.51
H -0.412 -1.644 -1.425 0.18 1.33 -1.35
H 0.711 -2.978 -3.060 -0.15 2.56 -0.89
H 3.178 -0.568 0.486 -1.78 1.37 0.29
H -3.187 -1.802 1.969 0.00 0.59 -0.58
H -0.438 2.835 3.015 0.02 0.10 0.00
H -1.775 2.468 4.182 1.65 -1.01 -0.67
H 0.438 -1.004 0.559 1.40 0.30 -0.26
H -0.071 1.510 4.167 -1.13 0.79 -0.09
H -4.122 -0.943 0.700 0.01 0.42 -0.20

33
Properties=species:S:1:pos:R:3:forces:R:3 method="wB97M-V/def2-TZVPD" de_lowest_kcal_mol=25.7 homo_energy_ev=-8.973 homo_lumo_gap_ev=9.66 max_force_ev_per_a=6.96 mol_weight_g_mol=230.329 lumo_energy_ev=0.69
S -1.523 -1.332 0.099 1.22 -0.70 1.33
O 0.955 0.528 -1.242 0.12 -0.11 -0.36
O -1.074 -1.449 -1.296 -0.38 0.37 0.75
O -1.166 -2.447 1.003 -0.49 1.60 -1.01
C 2.781 -1.612 -0.424 0.32 -0.96 0.18
C 3.875 -0.492 -0.834 -3.95 -1.09 -0.93
C -3.687 0.086 -0.662 2.62 -1.21 -2.84
C 1.845 -0.996 0.586 -1.76 -0.02 0.12
C -0.911 0.307 0.759 3.17 -2.25 -5.78
C -3.099 1.309 -0.031 0.86 -0.55 2.23
C 1.029 0.171 0.056 -1.85 -0.30 2.18
C 2.244 0.404 0.946 1.22 1.21 -1.19
C -1.549 1.350 -0.095 -0.16 1.15 -0.55
C -3.349 -1.185 0.118 2.73 -0.07 -1.12
C 3.612 0.638 0.176 -0.91 -1.13 -0.20
H 2.226 0.941 1.913 -0.42 -0.78 -0.50
H 0.413 -0.164 -1.678 0.23 0.17 0.10
H -3.540 -2.190 -0.318 -0.78 0.81 0.45
H 2.171 -2.149 -1.199 0.66 1.07 -0.01
H -4.708 0.175 -0.646 -2.63 0.26 -0.46
H -3.384 1.062 1.054 0.15 1.68 -0.96
H 1.297 -1.645 1.284 0.50 0.22 -0.29
H 4.871 -0.933 -0.769 -0.10 0.39 -0.64
H -3.479 -1.051 1.175 -0.80 -0.43 0.56
H 3.434 -0.092 -1.851 1.84 -1.01 1.61
H -1.104 2.343 0.233 -0.77 -0.96 -0.58
H -3.483 2.235 -0.461 -0.36 -0.14 0.42
H -1.017 0.387 1.755 -0.23 0.10 3.52
H 4.424 0.686 0.855 0.61 0.15 1.07
H -3.275 -0.018 -1.766 -1.11 0.02 1.99
H 3.682 1.461 -0.469 -0.36 1.97 -0.15
H -1.315 1.179 -1.178 0.25 0.34 0.98
H 3.205 -2.487 0.079 0.58 0.22 0.08

33
Properties=species:S:1:pos:R:3:forces:R:3 method="wB97M-V/def2-TZVPD" homo_energy_ev=-7.758 homo_lumo_gap_ev=8.45 max_force_ev_per_a=5.14 mol_weight_g_mol=277.222 lumo_energy_ev=0.70
Se -1.589 0.451 -0.829 1.27 -0.55 -0.02
O 1.901 0.913 -0.461 -1.23 -1.84 1.05
O -1.539 3.461 -1.072 0.01 2.93 -2.99
O -1.916 -2.083 0.308 -0.61 1.07 -0.11
C 0.051 -0.758 -0.123 -1.38 1.75 -2.33
C 1.133 0.064 0.563 -0.14 -0.16 1.92
C 1.426 2.172 -0.283 -0.08 0.31 1.73
C 0.163 0.873 -3.189 0.15 2.05 -2.17
C 2.065 -0.891 1.495 0.52 1.77 -1.99
C -2.559 -3.383 0.285 0.17 2.38 -4.55
C 0.805 2.409 0.864 -0.65 -0.53 0.36
C -0.584 -1.798 0.733 0.15 -3.18 -0.15
C -0.863 2.833 -2.056 -0.35 -1.07 0.80
C -0.658 1.528 -2.166 -1.04 -0.28 1.48
C 0.474 1.132 1.605 3.59 -0.60 0.47
H 0.404 3.362 1.133 -0.10 0.40 0.07
H -0.162 -0.116 -3.372 -0.52 -0.99 -0.53
H -0.476 3.480 -2.814 0.02 0.69 -0.27
H -1.689 3.159 -0.216 0.18 -2.07 1.85
H -2.462 -3.737 1.227 0.30 -2.20 2.60
H 0.162 1.514 -4.175 -0.02 -1.35 1.69
H 1.521 2.933 -1.019 0.78 0.01 -0.74
H 0.017 -2.778 0.616 -0.52 1.31 0.34
H -2.135 -3.923 -0.647 -0.48 0.10 2.00
H 2.645 -1.619 0.926 -0.42 -0.30 -0.13
H -0.565 0.989 1.753 -1.03 -0.23 -0.02
H 1.175 0.805 -2.861 0.94 -0.06 0.23
H -3.656 -3.201 0.030 1.49 -0.02 0.53
H 0.272 -1.165 -1.122 0.65 0.07 0.60
H 2.828 -0.190 1.830 0.00 -0.03 0.50
H 1.007 1.003 2.661 -1.02 0.46 -2.10
H 1.547 -1.340 2.346 -0.06 0.23 -0.38
H -0.499 -1.500 1.777 -0.56 -0.07 0.27